{"formula": "C4H8N2O", "method": "the ωB97M-V functional and the def2-TZVPD basis", "elements": ["C", "C", "C", "N", "C", "N", "H", "H", "H", "H", "H", "H", "O", "H", "H"], "positions_angstrom": [[-0.04966, -2.35598, -0.34087], [0.19108, -0.94849, -0.08508], [0.67607, -0.27241, 1.03436], [1.29451, 0.98525, 0.58954], [0.94207, 1.00553, -0.69626], [0.26993, -0.07576, -1.08443], [-0.79081, -2.77416, 0.30233], [-0.31419, -2.35362, -1.38670], [0.87994, -2.99669, -0.20211], [0.30388, -0.09131, 2.03878], [2.15961, 1.27791, 1.05297], [1.16848, 1.87683, -1.34676], [-2.48574, 1.51864, 0.29219], [-1.81417, 0.80971, 0.49016], [-3.21528, 1.16384, 0.70521]], "forces_ev_per_a": [[0.84, -1.18, -0.17], [1.28, 2.17, 2.87], [0.72, 1.33, 0.94], [-1.62, -2.66, 0.72], [0.14, 0.52, -2.05], [1.19, 1.92, -2.41], [-0.77, -0.44, 0.23], [-0.41, -0.68, -0.28], [-0.97, 1.01, -0.18], [0.55, -1.41, 0.36], [-0.84, 0.43, -0.41], [-0.14, -1.00, 0.41], [3.55, -0.22, -0.83], [-0.58, 1.15, -0.58], [-2.92, -0.95, 1.38]], "nbo_charge": [-0.645, 0.121, -0.178, -0.556, 0.206, -0.482, 0.223, 0.241, 0.229, 0.212, 0.431, 0.201, -0.926, 0.468, 0.456], "relative_energy_kj_mol": 244.19, "homo_energy_ha": -0.313, "mol_weight_g_mol": 100.12, "charge": 0, "smiles": "Cc1c[nH]cn1.O"}